ORCA calculation (wB97M-V/def2-TZVPD) on a cluster of 2 separate species, C4H12 in total.

Spin multiplicity: 1
Total charge: 0
Energy relative to the best compared isomer or geometry (same formula, charge and spin): 0.259 eV
M: 60.14 g/mol
Kohn-Sham gap: 12.889 eV
HOMO level: -11.69 eV

The geometry in XYZ format:
```
16
C4H12, DFT wB97M-V/def2-TZVPD
C 0.2138 0.0359 -2.2668
C 0.0813 1.3688 -1.5350
H 0.0008 -0.8574 -1.6774
H -0.5336 -0.0153 -3.0596
H 1.2093 -0.0659 -2.6954
H -0.7188 1.9745 -1.9672
H -0.0773 1.3013 -0.4606
H 0.9494 2.0273 -1.6270
C -0.0784 -1.4717 1.7597
C -0.2162 0.0242 2.0635
H -0.4830 -1.8049 0.8044
H 0.9955 -1.6734 1.7390
H -0.5284 -2.0989 2.5262
H 0.4673 0.6235 1.4684
H -0.0867 0.1919 3.1292
H -1.1949 0.4400 1.7986
```

***

ORCA calculation (wB97M-V/def2-TZVPD) on a structure of composition C22H19Cl2CrIN4OS4.

Spin multiplicity: 5
Total charge: 0
Energy relative to the best compared isomer or geometry (same formula, charge and spin): 0.553 eV
M: 733.50 g/mol
Kohn-Sham gap (alpha / beta): 6.917 / 6.731 eV
HOMO level (alpha / beta): -7.01 / -6.99 eV

The geometry in XYZ format:
```
54
C22H19Cl2CrIN4OS4, DFT wB97M-V/def2-TZVPD
Cr -0.1772 0.7449 0.4382
Cl -0.6999 2.9501 -0.4052
C 0.7808 3.9046 -0.3203
C 0.6917 5.1887 -0.8165
C 1.8302 5.9726 -0.8174
C 3.0165 5.4423 -0.3347
C 3.0595 4.1502 0.1612
Cl 4.5879 3.5586 0.7412
C 1.9282 3.3185 0.2140
S 1.9676 1.7219 0.9199
H -0.2493 5.5601 -1.2027
H 1.7955 6.9845 -1.2002
H 3.9244 6.0304 -0.3396
C -0.8219 -5.1208 1.8525
N -0.9028 -4.0654 0.8588
C -0.3760 -4.1646 -0.4305
C -0.7341 -3.0633 -1.0945
N -1.4553 -2.2704 -0.1928
C -1.6338 -2.9278 1.0110
S -2.5447 -2.4620 2.3353
C -2.3003 -1.2091 -0.6206
C -3.2497 -1.4759 -1.5815
C -4.1880 -0.5042 -1.8741
C -4.1588 0.6832 -1.1748
C -3.1291 0.8797 -0.2770
N -2.1829 -0.0286 -0.0167
H -1.5629 -5.8926 1.6512
H -1.0205 -4.6899 2.8284
H 0.1772 -5.5540 1.8285
H 0.2373 -4.9955 -0.7375
H -0.4825 -2.7011 -2.0774
H -3.2591 -2.4419 -2.0665
H -4.9416 -0.6852 -2.6305
H -4.8906 1.4633 -1.3372
H -3.0413 1.8147 0.2652
C 2.4568 1.3018 -3.6827
O 1.0409 1.4343 -3.9090
C 0.1615 0.7892 -3.1170
S -1.4579 1.0577 -3.4376
S 0.8062 -0.2502 -1.9042
H 2.9198 2.0305 -4.3427
H 2.7914 0.2983 -3.9372
H 2.7076 1.5071 -2.6453
I -1.1052 1.2718 3.3973
C 0.2253 -0.2912 3.1023
C 0.8498 -0.8978 4.1778
C 1.7497 -1.9127 3.9083
C 1.9909 -2.2879 2.5983
C 1.3272 -1.6217 1.5901
N 0.4586 -0.6364 1.8408
H 0.6322 -0.5785 5.1862
H 2.2715 -2.4003 4.7236
H 2.6912 -3.0737 2.3505
H 1.4876 -1.8564 0.5432
```

***

ORCA calculation (wB97M-V/def2-TZVPD) on a cluster of 2 separate species, C2H5NO4 in total.

Spin multiplicity: 1
Total charge: 0
Energy relative to the best compared isomer or geometry (same formula, charge and spin): 3.589 eV
M: 107.06 g/mol
Kohn-Sham gap: 10.411 eV
HOMO level: -9.97 eV

The geometry in XYZ format:
```
12
C2H5NO4, DFT wB97M-V/def2-TZVPD
C 0.2228 0.6848 -0.2800
C 0.3403 -0.7489 0.1283
O -0.5195 -1.5899 -0.0100
O 1.5092 -1.0253 0.6946
H -0.4309 1.1979 0.4243
H 1.2032 1.1515 -0.2724
H -0.2310 0.7566 -1.2653
H 1.5553 -1.9537 0.9761
O -4.2849 0.7185 0.0308
N -3.2103 0.2059 0.0839
O -3.1645 -1.0565 -0.4452
H -2.2315 -1.3701 -0.3378
```

***

ORCA calculation (wB97M-V/def2-TZVPD) on a cluster of 2 separate species, C5H12O in total.

Spin multiplicity: 2
Total charge: +1
Energy relative to the best compared isomer or geometry (same formula, charge and spin): 1.612 eV
M: 88.15 g/mol
Kohn-Sham gap (alpha / beta): 8.293 / 4.380 eV
HOMO level (alpha / beta): -13.30 / -13.30 eV

The geometry in XYZ format:
```
18
C5H12O, DFT wB97M-V/def2-TZVPD
C 0.4828 2.9023 -1.8218
C 0.3827 1.4714 -2.3700
C 0.7383 0.3711 -1.4102
H 1.4917 3.3235 -1.8549
H 0.3100 3.0982 -0.7505
H -0.2556 3.4856 -2.3598
H 0.9505 1.4268 -3.3029
H -0.6438 1.4284 -2.7553
H 1.7935 0.3192 -1.1331
H 0.2095 0.3317 -0.4501
H 0.3978 -0.5875 -1.8120
C -1.8774 -2.5525 2.7993
C -0.5194 -2.7111 2.8187
O 0.2457 -1.6732 2.8809
H -2.4621 -3.4680 2.7970
H -2.4586 -1.6441 2.8821
H -0.0092 -3.6635 2.9258
H 1.2236 -1.8583 2.9168
```

***

ORCA calculation (wB97M-V/def2-TZVPD) on a cluster of 4 separate species, CH7O5 in total.

Spin multiplicity: 1
Total charge: -1
Energy relative to the best compared isomer or geometry (same formula, charge and spin): 0.136 eV
M: 99.06 g/mol
Kohn-Sham gap: 9.588 eV
HOMO level: -5.66 eV

The geometry in XYZ format:
```
13
CH7O5, DFT wB97M-V/def2-TZVPD
O -1.0744 -0.6311 -0.6353
C -0.2043 -1.2751 -0.0228
O 0.7138 -0.8138 0.6903
H -0.2641 -2.3878 -0.0617
H 3.0516 0.6198 1.7548
H 2.2137 -0.5982 1.8049
O 3.1515 -0.3294 1.8970
H 0.5022 1.0365 0.7484
H -0.7050 1.8148 0.4752
O 0.1879 1.9646 0.8242
H -2.5391 0.9439 -2.7081
H -2.1757 -0.3816 -2.0954
O -2.8581 0.0375 -2.6714
```

***

ORCA calculation (wB97M-V/def2-TZVPD) on a cluster of 2 separate species, C17H23N5O5 in total.

Spin multiplicity: 1
Total charge: 0
Energy relative to the best compared isomer or geometry (same formula, charge and spin): 0.000 eV
M: 377.40 g/mol
Kohn-Sham gap: 9.748 eV
HOMO level: -9.50 eV

The geometry in XYZ format:
```
50
C17H23N5O5, DFT wB97M-V/def2-TZVPD
C 0.2691 0.0786 3.3836
N 0.0749 1.3195 2.6329
C 0.8974 1.8856 1.7445
O 0.5562 2.9199 1.1805
C 2.2665 1.2498 1.4110
C 3.4282 1.9800 2.1132
C 3.4041 1.7966 3.6183
N 4.2334 0.9345 4.1577
O 2.6313 2.3996 4.3346
N 2.5008 1.3089 -0.0350
C 3.1124 0.4151 -0.8083
C 3.6353 -0.8737 -0.2049
O 3.2530 0.6232 -2.0010
H -0.6248 -0.1300 3.9747
H 0.4357 -0.7574 2.7021
H 1.1174 0.1773 4.0641
H -0.7712 1.8419 2.8042
H 2.2554 0.2112 1.7358
H 4.3812 1.6207 1.7272
H 3.3629 3.0480 1.9022
H 4.2038 0.8766 5.1607
H 4.9085 0.4456 3.6028
H 2.1587 2.1327 -0.5099
H 2.7972 -1.4721 0.1449
H 4.1722 -1.4257 -0.9754
H 4.3131 -0.6502 0.6144
C -3.6397 -2.1148 -3.7116
C -2.9074 -1.8779 -2.3816
C -2.6152 -0.3953 -2.1471
C -1.3302 0.0777 -1.8036
C -1.0966 1.4382 -1.5857
C -2.1366 2.3584 -1.7083
C -3.4148 1.9153 -2.0505
C -3.6522 0.5525 -2.2596
N -3.6904 -2.4000 -1.2652
C -2.9837 -3.3979 -0.6460
O -3.1896 -3.7737 0.4877
N -1.8780 -3.7655 -1.3364
C -1.6898 -2.8238 -2.2978
O -0.6384 -2.7945 -2.9175
H -4.6328 -1.6577 -3.7061
H -3.7659 -3.1869 -3.8944
H -3.0619 -1.6891 -4.5386
H -0.4774 -0.5864 -1.7076
H -0.1013 1.7864 -1.3254
H -1.9483 3.4146 -1.5351
H -4.2260 2.6310 -2.1493
H -4.6606 0.2410 -2.5123
H -4.1490 -1.7499 -0.6336
H -1.0871 -4.1578 -0.8493
```